{"formula": "C36H67FI2O11S", "method": "ωB97M-V with the def2-TZVPD basis set", "e_homo_ev": -9.017, "species": ["C", "O", "C", "C", "C", "C", "C", "I", "C", "C", "I", "O", "S", "O", "O", "O", "C", "C", "C", "C", "F", "H", "H", "H", "H", "H", "H", "H", "H", "H", "H", "H", "H", "H", "H", "H", "H", "H", "H", "H", "C", "C", "C", "O", "C", "H", "H", "H", "H", "H", "H", "H", "H", "C", "C", "C", "O", "C", "H", "H", "H", "H", "H", "H", "H", "H", "C", "C", "C", "O", "C", "H", "H", "H", "H", "H", "H", "H", "H", "C", "C", "C", "O", "C", "H", "H", "H", "H", "H", "H", "H", "H", "C", "C", "C", "O", "C", "H", "H", "H", "H", "H", "H", "H", "H", "C", "C", "C", "O", "C", "H", "H", "H", "H", "H", "H", "H", "H"], "positions_angstrom": [[7.62755, 1.94111, 1.31966], [6.86617, 0.92958, 0.63634], [6.51663, 1.37014, -0.69226], [5.11373, 2.12743, -0.73030], [3.91543, 1.12265, -0.40290], [2.61117, 1.94419, 0.05976], [2.74642, 2.64958, 1.46143], [4.39069, 1.99148, 2.75148], [1.93307, 3.64246, 1.99043], [2.14585, 4.32765, 3.40198], [0.19894, 4.38308, 0.87540], [2.40995, 2.78495, -1.14181], [1.24746, 2.14265, -2.13600], [-0.16238, 2.60768, -2.00793], [1.57292, 2.19261, -3.58264], [1.16137, 0.61445, -1.43883], [1.38687, 0.94127, -0.01868], [1.49747, -0.49304, 0.62960], [1.02425, -0.56681, 2.14429], [1.59047, -1.92161, 2.74592], [3.00283, -1.90908, 2.89724], [8.60459, 2.09423, 0.78125], [7.84069, 1.61181, 2.37756], [7.00921, 2.89224, 1.39943], [6.38600, 0.41906, -1.29520], [7.36423, 1.99223, -1.10555], [5.15067, 2.97643, 0.02636], [4.91299, 2.61746, -1.72416], [4.19332, 0.31198, 0.32364], [3.68780, 0.60090, -1.38669], [1.11712, 4.69097, 3.71642], [2.78842, 5.25722, 3.33090], [2.48057, 3.61132, 4.19714], [0.38362, 1.38279, 0.28741], [0.78790, -1.15723, 0.04084], [2.50962, -0.97515, 0.54147], [-0.10090, -0.68035, 2.11867], [1.36890, 0.32838, 2.73013], [1.13980, -2.11236, 3.77024], [1.31606, -2.81638, 2.11068], [-4.36565, -0.32759, 0.56471], [-4.17304, -1.81815, 0.76129], [-2.67609, -1.91592, 0.98650], [-2.27135, -0.68892, 1.61253], [-3.35353, 0.25183, 1.53413], [-5.38317, 0.01397, 0.75872], [-4.10152, -0.05192, -0.46136], [-4.70839, -2.14642, 1.65799], [-4.51598, -2.41986, -0.07959], [-2.13581, -2.00306, 0.03815], [-2.40126, -2.76061, 1.62159], [-3.77955, 0.35806, 2.53638], [-2.97309, 1.22392, 1.21318], [2.63243, -7.36899, 2.46330], [1.20395, -7.73929, 2.12046], [0.58730, -6.38250, 1.83620], [1.63444, -5.55243, 1.31513], [2.89211, -6.21087, 1.51847], [3.34150, -8.18801, 2.33704], [2.68807, -7.02505, 3.50077], [1.18697, -8.35471, 1.21569], [0.68831, -8.28372, 2.91248], [0.21314, -5.91566, 2.75401], [-0.23070, -6.43566, 1.11481], [3.24688, -6.56531, 0.54452], [3.61860, -5.49918, 1.91534], [2.00864, 6.20783, -2.91662], [2.58777, 7.56570, -3.26085], [3.88393, 7.56449, -2.46993], [4.31881, 6.20151, -2.39043], [3.25200, 5.34964, -2.83189], [1.28483, 5.84151, -3.64565], [1.52173, 6.24232, -1.94127], [2.80304, 7.61538, -4.33275], [1.93471, 8.40129, -3.00539], [3.72615, 7.92647, -1.44795], [4.66224, 8.17150, -2.93748], [3.52756, 4.95169, -3.81497], [3.13737, 4.51984, -2.14065], [-4.12587, -4.41319, -3.11567], [-2.71987, -4.64303, -3.62838], [-1.87883, -4.22651, -2.43725], [-2.65195, -4.51168, -1.26217], [-3.99815, -4.81152, -1.65666], [-4.88684, -4.98551, -3.64765], [-4.37976, -3.35127, -3.19298], [-2.57052, -5.70719, -3.83755], [-2.48438, -4.08112, -4.53296], [-1.67453, -3.15058, -2.45195], [-0.92757, -4.76052, -2.38782], [-4.15555, -5.88753, -1.52295], [-4.69741, -4.27562, -1.01257], [-6.31415, 1.38909, 6.42715], [-7.10968, 2.31986, 5.53489], [-6.08261, 2.70384, 4.48612], [-5.19332, 1.58742, 4.34937], [-5.43376, 0.66842, 5.42348], [-6.93176, 0.70991, 7.01597], [-5.69576, 1.97316, 7.11569], [-7.93389, 1.77177, 5.06811], [-7.52650, 3.18134, 6.05791], [-5.49068, 3.56783, 4.80653], [-6.53538, 2.93199, 3.51903], [-5.94184, -0.20882, 5.00787], [-4.48215, 0.34842, 5.85228], [-0.85467, 0.05890, -4.67103], [-1.34943, 0.19495, -6.09650], [-2.20361, -1.05020, -6.25337], [-2.73727, -1.35187, -4.95694], [-2.05684, -0.55287, -3.97771], [-0.54006, 1.00209, -4.22267], [-0.00929, -0.63584, -4.63630], [-1.97243, 1.08994, -6.18891], [-0.54991, 0.25867, -6.83554], [-1.60216, -1.90688, -6.57719], [-3.02198, -0.91187, -6.96321], [-2.75186, 0.22056, -3.63299], [-1.77865, -1.17562, -3.12480]], "forces_ev_per_angstrom": [[-0.286, 0.186, 0.303], [0.331, 0.885, -0.306], [-0.860, -0.361, -0.344], [0.298, 0.003, 0.764], [0.434, 0.590, -0.309], [0.795, -2.686, -0.415], [-1.335, 1.675, 0.115], [-1.143, 0.247, -0.729], [1.481, -1.111, -0.055], [-1.595, 0.225, -0.602], [1.205, -0.377, 0.787], [-1.935, -0.241, -0.537], [-4.246, -0.370, -2.775], [3.296, -0.098, 1.153], [1.358, -0.591, 3.749], [1.832, 2.986, -0.764], [-1.348, -1.685, 0.812], [-0.277, -0.159, 0.460], [0.518, -1.206, -0.733], [-1.006, 0.176, 0.499], [-1.012, 0.175, -0.264], [-0.890, 0.124, 0.529], [-0.275, 0.079, -1.196], [0.991, -0.872, -0.234], [0.392, 1.079, 0.532], [-0.989, -0.565, 0.213], [-0.096, -0.986, -0.850], [0.414, -0.617, 0.896], [-0.143, 1.088, -0.505], [-0.076, 0.581, 1.261], [1.234, -0.358, -0.298], [-0.470, -1.287, -0.008], [-0.013, 0.688, -1.003], [1.458, -0.115, 0.098], [0.830, 0.885, 0.600], [-0.845, 0.819, -0.081], [1.198, 0.481, 0.394], [-0.408, -0.926, -0.398], [0.660, 0.338, -1.072], [0.434, 1.037, 0.434], [-0.012, 0.203, -0.339], [-0.193, -0.208, 0.205], [0.330, -0.044, -0.174], [-0.235, -0.074, -0.149], [-0.007, 0.147, 0.414], [0.065, 0.008, 0.030], [-0.040, 0.006, 0.040], [0.022, -0.018, -0.051], [0.082, 0.047, 0.036], [-0.062, -0.144, -0.016], [0.070, 0.075, -0.011], [-0.053, 0.119, -0.072], [0.098, -0.062, 0.036], [0.187, 0.024, 0.341], [-0.145, -0.283, -0.201], [-0.153, 0.278, 0.047], [0.029, -0.246, 0.156], [0.086, 0.138, -0.287], [-0.021, 0.056, -0.012], [0.037, -0.026, -0.053], [-0.035, 0.018, 0.056], [0.007, 0.049, -0.037], [-0.074, -0.066, 0.013], [0.062, 0.114, -0.009], [0.083, -0.025, 0.041], [-0.093, 0.063, -0.057], [-0.283, -0.063, 0.126], [0.021, 0.201, -0.290], [0.157, -0.014, 0.250], [-0.242, 0.178, -0.047], [0.321, -0.204, -0.301], [0.058, -0.027, 0.038], [-0.083, 0.006, 0.066], [-0.011, 0.035, 0.057], [0.049, -0.031, 0.007], [-0.022, 0.108, -0.031], [0.043, -0.091, 0.047], [-0.092, -0.067, -0.008], [0.186, 0.147, -0.021], [-0.274, 0.324, -0.025], [0.184, -0.281, -0.275], [0.154, 0.193, 0.163], [-0.169, 0.013, -0.220], [0.084, -0.275, 0.142], [0.030, 0.012, 0.050], [0.010, -0.056, -0.040], [0.021, 0.041, 0.017], [-0.030, 0.051, 0.106], [0.058, -0.058, -0.078], [-0.043, 0.021, 0.125], [-0.100, 0.011, -0.003], [0.079, -0.058, 0.053], [0.164, 0.047, 0.350], [-0.364, -0.014, -0.136], [0.253, 0.163, -0.100], [-0.219, 0.030, 0.228], [0.044, -0.214, -0.232], [0.043, 0.014, -0.043], [-0.031, -0.062, -0.012], [0.021, 0.062, 0.020], [0.038, -0.028, -0.042], [-0.078, 0.058, -0.014], [0.104, -0.056, -0.010], [0.011, -0.051, 0.090], [0.016, 0.039, -0.114], [0.327, -0.050, 0.223], [-0.148, 0.255, -0.186], [-0.026, -0.265, -0.036], [0.166, 0.098, -0.048], [-0.257, 0.116, 0.086], [-0.063, -0.111, -0.055], [-0.017, 0.055, 0.035], [0.041, -0.043, -0.031], [-0.043, -0.026, 0.035], [0.020, 0.033, -0.097], [-0.037, -0.074, 0.096], [0.069, 0.025, 0.078], [-0.082, 0.000, -0.061]], "lowdin_charge": [-0.170, -0.275, -0.209, -0.158, -0.153, -0.407, -0.546, 1.065, -0.679, -0.207, 0.935, -0.261, 0.720, -0.340, -0.265, -0.201, -0.274, -0.108, -0.135, -0.182, -0.103, 0.094, 0.090, 0.057, 0.133, 0.125, 0.091, 0.119, 0.091, 0.140, 0.052, 0.094, 0.030, 0.132, 0.136, 0.116, 0.101, 0.104, 0.122, 0.117, -0.162, -0.162, -0.195, -0.170, -0.186, 0.114, 0.113, 0.119, 0.091, 0.109, 0.121, 0.105, 0.119, -0.179, -0.179, -0.205, -0.153, -0.203, 0.113, 0.115, 0.115, 0.113, 0.116, 0.117, 0.117, 0.118, -0.170, -0.174, -0.207, -0.137, -0.203, 0.120, 0.097, 0.115, 0.112, 0.115, 0.115, 0.125, 0.082, -0.166, -0.169, -0.192, -0.150, -0.205, 0.114, 0.114, 0.115, 0.105, 0.092, 0.120, 0.117, 0.097, -0.179, -0.179, -0.203, -0.155, -0.207, 0.114, 0.116, 0.115, 0.113, 0.118, 0.117, 0.117, 0.118, -0.168, -0.168, -0.205, -0.155, -0.194, 0.087, 0.124, 0.117, 0.115, 0.115, 0.116, 0.122, 0.095]}